Entry 1:
The following is a DFT calculation (ωB97M-V with the def2-TZVPD basis set) of C37H57HfN3OSi3 as an isolated structure.

XYZ file:
```
102
Properties=species:S:1:pos:R:3
Hf 0.386 0.285 -0.294
C -1.172 -0.997 -1.177
Si -1.370 -2.412 0.050
C -0.669 -1.707 1.707
N 0.573 -0.863 1.618
C 1.818 -1.683 1.377
C 2.630 -1.974 2.640
C 1.729 -2.161 3.854
C 0.902 -0.888 4.106
C 0.773 -0.033 2.845
C -0.450 -3.937 -0.499
C -0.539 -4.338 -1.836
C 0.056 -5.513 -2.274
C 0.749 -6.314 -1.376
C 0.831 -5.947 -0.041
C 0.230 -4.772 0.392
C -3.132 -2.823 0.474
C -4.020 -1.806 0.837
C -5.332 -2.087 1.180
C -5.780 -3.403 1.165
C -4.915 -4.425 0.806
C -3.600 -4.137 0.462
H -2.122 -0.441 -1.150
H -1.059 -1.371 -2.197
H -0.525 -2.505 2.438
H -1.459 -1.067 2.113
H 2.457 -1.140 0.666
H 1.507 -2.601 0.879
H 3.328 -1.156 2.831
H 3.238 -2.860 2.454
H 2.331 -2.397 4.730
H 1.075 -3.022 3.700
H 1.378 -0.267 4.867
H -0.085 -1.141 4.491
H 1.679 0.558 2.683
H -0.063 0.663 2.923
H -1.092 -3.736 -2.550
H -0.031 -5.810 -3.311
H 1.211 -7.232 -1.714
H 1.351 -6.581 0.665
H 0.284 -4.523 1.447
H -3.684 -0.772 0.843
H -6.011 -1.291 1.457
H -6.804 -3.628 1.431
H -5.264 -5.449 0.791
H -2.936 -4.946 0.181
C 2.469 2.940 -3.787
Si 1.406 2.674 -2.282
C 0.989 4.334 -1.503
C -0.202 1.874 -2.893
C 2.182 1.502 -1.025
C 2.707 0.311 -1.752
C 3.937 0.134 -2.384
C 4.198 -1.066 -3.016
C 3.241 -2.082 -3.023
C 2.049 -1.864 -2.375
N 1.804 -0.700 -1.750
Si 3.393 2.347 0.159
C 4.539 1.063 0.909
C 2.415 3.216 1.516
C 4.502 3.602 -0.677
H 1.987 3.635 -4.478
H 2.648 2.010 -4.330
H 3.436 3.366 -3.512
H 0.186 4.827 -2.060
H 1.845 5.007 -1.556
H 0.719 4.274 -0.445
H -0.672 2.571 -3.593
H -0.989 1.642 -2.163
H -0.009 0.958 -3.457
H 4.660 0.938 -2.387
H 5.145 -1.217 -3.517
H 3.424 -3.023 -3.521
H 1.273 -2.617 -2.324
H 4.067 0.116 1.173
H 4.994 1.466 1.817
H 5.357 0.829 0.224
H 1.433 2.774 1.712
H 2.249 4.265 1.262
H 2.970 3.204 2.456
H 5.115 3.147 -1.457
H 5.189 4.024 0.062
H 3.959 4.437 -1.122
O -0.881 1.707 0.453
C -1.899 2.482 0.609
C -2.998 2.080 1.535
C -4.346 1.886 0.813
C -5.086 3.184 0.510
C -4.374 4.115 -0.465
C -3.023 4.612 0.029
N -1.954 3.596 -0.060
H -3.101 2.850 2.307
H -2.686 1.160 2.029
H -4.967 1.266 1.460
H -4.191 1.314 -0.107
H -5.269 3.719 1.448
H -6.068 2.936 0.106
H -4.996 4.994 -0.636
H -4.245 3.632 -1.438
H -3.083 4.957 1.063
H -2.676 5.450 -0.571
H -1.169 3.795 -0.670
```

As for the LUMO energy: -5.3 eV. As for the net charge: +2. The calculation puts the relative energy (zero: lowest compared OMol25 entry of this formula, charge and spin) at 0.00 kJ/mol.

Entry 2:
The following is a DFT calculation (ωB97M-V with the def2-TZVPD basis set) of C37H57N5O2PPdSe as an isolated structure.

XYZ file:
```
104
Properties=species:S:1:pos:R:3
Pd -1.222 -1.607 -1.424
C -1.177 6.154 0.377
C -1.241 5.439 -0.979
C 0.079 5.699 -1.707
C -2.382 6.042 -1.810
C -1.496 3.946 -0.780
C -0.679 2.953 -1.288
C -0.964 1.601 -1.112
Se 0.386 0.382 -1.737
C 1.574 0.381 -0.202
C 1.472 1.387 0.732
C 2.317 1.432 1.835
C 3.250 0.410 1.930
C 3.390 -0.628 1.009
C 2.536 -0.673 -0.143
O 2.611 -1.565 -1.075
C 4.478 -1.669 1.353
C 4.621 -2.815 0.348
C 5.850 -0.981 1.444
C 4.150 -2.319 2.709
C 2.225 2.517 2.906
C 3.567 3.249 3.027
C 1.876 1.881 4.259
C 1.144 3.547 2.573
C -2.149 1.150 -0.468
O -2.511 -0.102 -0.386
C -2.939 2.180 0.150
C -2.598 3.510 -0.041
C -4.062 1.825 1.136
C -4.767 3.068 1.689
C -3.404 1.080 2.310
C -5.147 0.925 0.532
H -1.007 7.225 0.233
H -0.362 5.751 0.981
H -2.104 6.036 0.941
H 0.224 6.775 -1.831
H 0.090 5.242 -2.698
H 0.926 5.304 -1.142
H -2.230 7.116 -1.958
H -3.343 5.897 -1.314
H -2.436 5.560 -2.788
H 0.231 3.201 -1.819
H 0.706 2.138 0.600
H 3.913 0.410 2.790
H 4.799 -2.453 -0.663
H 3.719 -3.427 0.338
H 5.458 -3.448 0.665
H 6.097 -0.506 0.492
H 6.626 -1.718 1.674
H 5.880 -0.212 2.216
H 3.182 -2.823 2.658
H 4.095 -1.579 3.508
H 4.913 -3.058 2.975
H 4.374 2.560 3.284
H 3.519 4.021 3.802
H 3.826 3.725 2.079
H 2.629 1.149 4.558
H 0.916 1.366 4.199
H 1.813 2.644 5.042
H 1.355 4.057 1.630
H 1.099 4.302 3.364
H 0.159 3.084 2.489
H -3.230 4.267 0.405
H -4.105 3.683 2.305
H -5.597 2.749 2.324
H -5.172 3.690 0.888
H -2.660 1.715 2.797
H -2.904 0.181 1.946
H -4.155 0.789 3.051
H -5.552 1.340 -0.394
H -5.967 0.816 1.249
H -4.741 -0.052 0.315
N -4.529 -2.099 -1.184
C -5.250 -2.795 -0.293
C -6.040 -3.673 -1.002
C -5.699 -3.417 -2.346
N -4.780 -2.470 -2.447
H -3.785 -1.422 -0.999
H -5.156 -2.616 0.765
H -6.751 -4.380 -0.612
H -6.093 -3.886 -3.235
C 1.206 -5.424 -3.972
N 1.939 -4.216 -3.421
C 2.655 -4.601 -2.121
N 1.753 -5.207 -1.202
C 1.065 -6.332 -1.811
N 0.313 -5.972 -3.014
C -0.821 -5.065 -2.696
P -0.325 -3.452 -1.888
C 0.988 -3.085 -3.162
C 0.806 -4.221 -0.638
H 1.971 -6.156 -4.243
H 0.674 -5.089 -4.863
H 2.649 -3.913 -4.089
H 3.058 -3.668 -1.722
H 3.445 -5.300 -2.408
H 0.373 -6.756 -1.084
H 1.803 -7.093 -2.083
H -1.512 -5.601 -2.043
H -1.360 -4.839 -3.620
H 1.555 -2.237 -2.765
H 0.493 -2.826 -4.100
H 0.215 -4.703 0.143
H 1.371 -3.398 -0.197
```

As for the LUMO energy: 1.7 eV. As for the net charge: -1. The calculation puts the relative energy (zero: lowest compared OMol25 entry of this formula, charge and spin) at 0.00 kJ/mol.